Entry 1:
Computed, not measured: a 6-piece molecular cluster, C31H75N5O6 overall at a distorted geometry, with ωB97M-V/def2-TZVPD.

Values from the calculation:
ΔE to the lowest compared entry with this formula, charge and spin: 92.53 kcal per mole
SMILES: CC1(C)CCCC(C)(C)N1O.CC1(C)CCCC(C)(C)N1O.COC[C@H](C)N.COC[C@H](C)N.COC[C@H](C)N.CO
largest force on an atom: 4.365 eV Å⁻¹
E_HOMO: -0.2947 Ha
2S+1: 1

CARTESIAN COORDINATES (ANGSTROEM)
C 2.5766 -4.7925 16.0321
O 2.3067 -3.4313 15.9613
H 3.6184 -5.0590 16.2104
H 2.0102 -5.1598 16.8879
H 2.2726 -5.2630 15.0970
H 3.0436 -2.9213 16.3056
C 3.6802 -5.8188 28.4038
C 3.3844 -4.2844 28.4574
C 1.8985 -3.9050 28.7658
O 1.0333 -4.7761 27.9124
C 1.0248 -4.4005 26.5358
N 4.3492 -3.7660 29.3796
H 3.5914 -6.3376 29.3582
H 4.6518 -6.0158 27.9508
H 2.8885 -6.3368 27.8625
H 3.6738 -3.8572 27.4972
H 1.6405 -2.8472 28.7156
H 1.7471 -4.3006 29.7702
H 0.9211 -3.3402 26.3051
H 0.2294 -4.9054 25.9876
H 1.9432 -4.8159 26.1210
H 4.2105 -2.7872 29.1731
H 5.2248 -4.1131 29.0149
C 6.8996 7.9245 25.4673
C 6.5846 8.9760 26.5621
C 6.8249 10.4327 26.0562
O 7.9794 10.4353 25.1999
C 9.1786 10.4052 25.8468
N 5.1665 8.9396 27.0019
H 7.9102 7.8045 25.0770
H 6.2684 8.2140 24.6271
H 6.4377 6.9875 25.7783
H 7.1745 8.7698 27.4552
H 7.0654 11.1206 26.8668
H 6.0336 10.7840 25.3940
H 9.4807 9.5365 26.4317
H 9.3303 11.3153 26.4271
H 9.9819 10.4515 25.1115
H 4.5335 9.1964 26.2580
H 5.1160 7.9328 27.0654
C 3.8220 0.2088 21.8542
C 3.8978 -0.3632 20.4945
C 5.2836 -1.0778 20.3141
O 5.4421 -1.3174 18.8846
C 6.7612 -1.1066 18.3620
N 2.7427 -1.2169 20.5679
H 4.5607 0.9824 22.0644
H 3.8379 -0.4471 22.7246
H 2.9039 0.7847 21.9703
H 3.7563 0.4768 19.8146
H 5.2054 -1.9672 20.9395
H 6.0494 -0.5622 20.8936
H 7.1297 -0.0844 18.4486
H 6.6200 -1.3896 17.3189
H 7.4766 -1.7649 18.8548
H 2.7445 -1.7727 19.7246
H 1.9853 -0.5985 20.3149
C 3.3289 9.1955 18.5459
C 4.0104 8.3067 17.4416
C 3.2588 8.8474 16.1134
C 3.8659 8.3264 14.8428
C 5.3804 8.4594 14.8386
C 6.2505 8.1239 16.1714
N 5.4611 8.4766 17.3427
O 6.1144 8.3133 18.5254
C 6.6855 6.6313 15.9348
C 7.4937 8.9765 16.1932
C 3.4353 6.8249 17.5846
H 3.4122 8.8521 19.5770
H 2.3151 9.4533 18.2396
H 3.8142 10.1714 18.5355
H 2.2014 8.5886 16.1688
H 3.1998 9.9343 16.1711
H 3.3523 8.6402 13.9341
H 3.7845 7.2439 14.9404
H 5.6788 9.4604 14.5270
H 5.7529 7.9033 13.9783
H 7.3945 6.2814 16.6852
H 5.7293 6.1224 16.0561
H 6.8859 6.4779 14.8745
H 8.1968 8.7521 16.9953
H 8.0176 8.7419 15.2666
H 7.2709 10.0403 16.1098
H 3.7363 6.1008 16.8275
H 2.3536 6.7095 17.5150
H 3.7042 6.6125 18.6193
H 6.0793 9.1777 18.9416
C 16.2918 6.2890 17.7800
C 16.4395 4.7549 18.1402
C 17.6981 4.5045 19.0663
C 17.5892 4.7901 20.6260
C 16.3612 4.1432 21.1694
C 15.0546 4.3059 20.3108
N 15.3313 4.0531 18.8884
O 14.2609 3.8182 18.1052
C 13.9770 3.2486 20.8488
C 14.4262 5.7674 20.4006
C 16.7371 4.1834 16.7211
H 16.9796 6.6710 17.0255
H 16.4110 6.8754 18.6911
H 15.2751 6.5355 17.4741
H 18.0135 3.4617 19.0999
H 18.6627 4.9404 18.8061
H 17.3923 5.8451 20.8165
H 18.4231 4.4162 21.2200
H 16.1418 4.3717 22.2124
H 16.5549 3.0735 21.2486
H 13.1031 3.4286 20.2227
H 14.1659 2.2271 20.5187
H 13.6216 3.4049 21.8674
H 14.0063 5.7734 21.4065
H 15.1086 6.6160 20.3534
H 13.5533 5.9044 19.7623
H 16.6372 3.0980 16.7190
H 17.7054 4.5252 16.3556
H 16.1117 4.3519 15.8443
H 14.5177 2.9100 17.9298

---

Entry 2:
Computed, not measured: a 2-piece molecular cluster, C3H9NOS overall at a distorted geometry, with ωB97M-V/def2-TZVPD.

Values from the calculation:
ΔE to the lowest compared entry with this formula, charge and spin: 34.39 kcal per mole
SMILES: NC=O.CCS
largest force on an atom: 3.295 eV Å⁻¹
E_HOMO: -0.3290 Ha
2S+1: 1

CARTESIAN COORDINATES (ANGSTROEM)
C 0.4937 0.4916 -3.0062
C 1.1149 -0.5571 -3.8686
S 0.0099 -0.9491 -5.2216
H -0.1960 -0.0126 -2.3609
H 0.0550 1.3258 -3.5763
H 1.3014 0.9014 -2.4279
H 1.9345 -0.0609 -4.4912
H 1.4775 -1.4491 -3.3171
H -0.8729 -0.4627 -4.3516
C -1.0894 -0.2836 5.9315
N -0.5116 0.3151 4.7630
O -2.2541 -0.3823 6.2644
H -0.2280 -0.6157 6.5240
H 0.0633 1.1777 5.0500
H -1.2981 0.5615 4.0884

---

Entry 3:
Computed, not measured: a 2-piece molecular cluster, C4H10NS overall at a distorted geometry, with ωB97M-V/def2-TZVPD.

Values from the calculation:
ΔE to the lowest compared entry with this formula, charge and spin: 91.25 kcal per mole
largest force on an atom: 4.508 eV Å⁻¹
E_HOMO (alpha / beta): -0.4477 / -0.4478 Ha
charge: +1
2S+1: 1

CARTESIAN COORDINATES (ANGSTROEM)
C -2.3898 -0.8090 0.6412
C 3.0174 -0.1308 -0.1879
C -0.7170 0.4283 -0.3825
C 1.6299 -0.0368 0.2538
N 0.6964 0.2704 -0.6672
S -3.6938 -0.0524 -0.2139
H -2.2757 -0.7007 1.7466
H 3.4004 0.8063 0.2210
H 3.7115 -0.9078 0.1111
H 2.8954 -0.0122 -1.2623
H -2.2207 -1.8408 0.3062
H -1.2026 0.7846 -1.3450
H -1.0550 1.1021 0.4234
H 1.2658 -0.0491 1.3129
H 0.7370 0.0881 -1.6463
H -3.7993 1.0597 0.6890